Formula: C6H10N2
Source: the OMol25 dataset
Level of theory: the ωB97M-V functional and the def2-TZVPD basis

CARTESIAN COORDINATES (ANGSTROEM)
C1 1.558 0.951 0.092
C2 0.515 -1.189 -0.204
C3 -1.041 -1.163 0.029
C4 -1.237 1.307 -0.067
C5 0.074 0.778 0.401
C6 -0.210 -0.588 1.170
H1 2.451 0.860 0.943
H2 2.073 1.747 -0.622
H3 2.687 -0.848 -0.908
H4 0.843 -2.254 -0.057
H5 -1.655 -2.059 0.003
H6 -2.732 -0.271 -0.819
H7 -2.072 1.246 0.721
H8 -1.259 2.174 -0.752
H9 0.217 0.149 -0.615
H10 -0.097 -0.448 2.212
N1 1.618 -0.384 -0.748
N2 -1.731 -0.008 -0.779

energy above the lowest of the compared OMol25 structures with the same formula, charge and spin: 212.1 kcal per mole
LUMO energy: 0.0388 Eh
HOMO energy: -8.19 eV
molecular weight: 110.16 u